Record 1
{"formula": "C11H16BCl2Er", "method": "ωB97M-V with the def2-TZVPD basis set", "multiplicity": 4, "total_charge": 2, "s_squared": 3.76, "homo_lumo_gap_ev": [7.218, 5.660], "species": ["C", "C", "C", "C", "C", "C", "C", "C", "B", "C", "Cl", "C", "C", "Cl", "H", "H", "H", "H", "H", "H", "H", "H", "H", "H", "H", "H", "H", "H", "H", "H", "Er"], "xyz": [[-0.669454, -0.595477, 2.201130], [-0.617495, -1.298234, 0.873929], [0.145659, -2.424767, 0.805892], [0.253543, -3.106965, -0.362800], [-0.402220, -2.621359, -1.449654], [-1.144495, -1.497721, -1.379151], [-1.283384, -0.810779, -0.208321], [-2.075650, 0.430732, -0.113957], [-1.043111, 1.648823, -0.454579], [0.363976, 1.293149, 0.268807], [0.455026, 2.584011, 1.533533], [1.673294, 1.242687, -0.532936], [1.861145, 2.347969, -1.538396], [3.064482, 1.332710, 0.662549], [0.281958, -0.028291, 2.202543], [-0.655225, -1.313454, 3.027520], [-1.449244, 0.145778, 2.294060], [0.638104, -2.798734, 1.706010], [0.824707, -4.015174, -0.447900], [-0.327261, -3.175425, -2.369229], [-1.639353, -1.185508, -2.286312], [-2.573205, 0.535134, 0.846996], [-2.875387, 0.422194, -0.854700], [-0.978177, 1.937767, -1.631913], [-1.564003, 2.688640, 0.069883], [0.306165, 0.361116, 0.824143], [1.764689, 0.256055, -0.976323], [2.866437, 2.362776, -1.941907], [1.606181, 3.329724, -1.150963], [1.195841, 2.146001, -2.374935], [1.996455, -0.193375, 2.756981]], "atomic_forces_ev_per_a": [[0.5, -0.8, 0.4], [-0.1, -0.3, 2.3], [0.8, -0.3, 1.3], [0.9, -1.1, -0.3], [0.4, -1.4, -1.3], [-0.8, 0.6, -1.8], [-1.1, 1.3, -0.1], [-1.5, -0.5, 0.8], [0.9, -0.6, -1.0], [1.3, 0.6, -0.3], [0.0, 0.0, 0.4], [-1.0, 0.7, -0.1], [0.0, -0.1, -0.3], [0.7, -0.7, 0.4], [-2.9, 0.4, 0.4], [-0.3, 0.1, 0.1], [0.0, 0.1, 0.3], [-0.1, -0.2, 0.0], [0.2, -0.2, 0.1], [-0.1, 0.0, -0.3], [-0.2, 0.3, 0.0], [-0.1, -0.1, 0.0], [0.1, 0.5, -0.2], [0.3, 0.5, 0.3], [-0.7, -0.3, -0.2], [0.4, 1.1, -1.1], [0.1, -0.1, -0.1], [0.2, 0.0, 0.0], [0.1, 0.1, 0.2], [-0.1, 0.0, -0.1], [2.4, 0.3, 0.2]], "mulliken_spin": [-0.014, 0.070, -0.004, 0.059, -0.021, 0.038, 0.025, 0.147, 0.260, 0.027, 0.074, 0.003, 0.002, -0.001, 0.013, 0.004, -0.001, 0.001, 0.001, 0.001, 0.000, -0.006, 0.013, 0.056, 0.273, -0.023, -0.001, 0.000, -0.002, 0.000, 2.004]}

---

Record 2
{"formula": "C5H12O3", "method": "ωB97M-V with the def2-TZVPD basis set", "total_charge": 0, "homo_lumo_gap_ev": 3.208, "species": ["C", "C", "C", "C", "O", "C", "H", "H", "H", "H", "H", "H", "H", "H", "H", "H", "O", "H", "H", "O"], "xyz": [[-0.941286, 2.413902, 0.943244], [-0.615656, 1.557667, 1.941417], [-0.345665, 0.189311, 1.800290], [-0.492601, -0.469820, 0.516356], [-1.637564, -1.360441, 0.514178], [0.733653, -1.342968, 0.232460], [-1.280921, 3.410581, 1.210546], [-1.076941, 2.097032, -0.081551], [-0.428939, 2.006816, 2.919960], [-0.177761, -0.355441, 2.720652], [-2.344327, -1.014131, 1.071315], [1.523865, -0.634070, -0.033168], [0.525484, -1.809580, -0.728255], [1.130158, -2.043345, 0.965218], [-0.579780, 0.184247, -0.347834], [2.725048, -1.406643, -3.164488], [2.064843, -1.329091, -2.469361], [0.146620, 0.624495, -3.130684], [1.019851, -0.695339, -2.451519], [0.051918, -0.023179, -2.428777]], "atomic_forces_ev_per_a": [[-1.1, -0.4, -0.1], [1.4, 0.8, 1.0], [-1.1, 0.6, -0.5], [-0.2, -1.8, -0.4], [0.3, 0.2, 0.8], [0.9, 1.2, -0.6], [0.5, 0.1, -0.2], [0.2, 0.0, -0.1], [-0.4, -0.2, -0.1], [0.2, -0.4, -0.1], [-0.1, 0.1, -0.2], [0.2, -0.3, 0.0], [0.0, -0.3, 0.0], [-0.6, 0.0, 0.3], [0.1, 0.2, -0.1], [-0.5, 0.2, -0.1], [0.4, -0.5, 0.8], [0.1, -0.1, 0.0], [0.3, 0.5, -0.9], [-0.4, 0.2, 0.7]], "mulliken_charge": [-0.601, -0.119, -0.087, 0.906, -0.487, -1.693, 0.294, 0.353, 0.325, 0.391, 0.318, 0.447, 0.365, 0.399, 0.048, 0.177, -0.830, 0.206, 0.392, -0.803]}

---

Electronic energy for every record listed, in sequence, given in eV: -64986.5656, -11515.8567.